No. 1
C6H12O | the ωB97M-V functional and the def2-TZVPD basis

Orbital gap   10.373 eV
Largest force on an atom   0.079 hartree/bohr
LUMO level   0.959 eV
Charge   0
SMILES   C[C@H]1OCC1(C)C
Molecular weight   100.16 g mol⁻¹
Electronic energy   -8461.030 eV

Last column: Löwdin charge in e.
Positions of all 19 atoms, in Å:
C 1.6962 0.0416 -1.4636  -0.029
C 1.0829 0.1812 -0.0825  -0.345
O 0.9278 1.5697 0.3047  -0.081
C -0.5013 1.4843 0.1524  -0.143
C -0.4087 -0.0241 0.1287  -0.414
C -0.5756 -0.5322 1.7995  -0.036
C -1.2962 -0.9057 -0.7324  -0.024
H 2.7117 0.4551 -1.4410  0.085
H 1.7632 -1.0103 -1.7663  0.082
H 1.1203 0.5842 -2.2206  0.087
H 1.6591 -0.3933 0.6511  0.140
H -0.8507 1.9792 -0.7679  0.129
H -1.0646 1.8647 1.0098  0.120
H 0.0577 0.1436 2.3738  0.065
H -0.2374 -1.5704 2.0310  0.080
H -1.5976 -0.4717 2.2503  0.081
H -1.4416 -1.2235 0.3130  0.038
H -0.8414 -1.6918 -1.3519  0.082
H -2.2038 -0.4805 -1.1878  0.084

No. 2
C6H12O | the ωB97M-V functional and the def2-TZVPD basis

Orbital gap   9.299 eV
Largest force on an atom   0.040 hartree/bohr
LUMO level   0.802 eV
Charge   0
SMILES   C=C(C)/C=C/C.O
Molecular weight   100.16 g mol⁻¹
Electronic energy   -8462.409 eV

Last column: Löwdin charge in e.
Positions of all 19 atoms, in Å:
C 1.3131 1.8033 0.6769  -0.069
C 0.6206 0.9871 -0.3916  -0.362
C 1.1791 1.0234 -1.6203  0.043
C -2.5986 -1.2511 -0.6322  -0.087
C -1.3428 -0.4549 -0.8840  -0.144
C -0.4646 0.0601 -0.0178  -0.112
H 0.6372 2.6186 0.9680  0.089
H 1.4291 1.3072 1.6500  0.071
H 2.3148 2.0212 0.3190  0.074
H 2.1076 1.5286 -1.8414  0.057
H 0.5710 0.6947 -2.4588  0.052
H -2.9252 -1.9721 -1.3631  0.064
H -3.3514 -0.4550 -0.5290  0.084
H -2.4959 -1.7141 0.3545  0.074
H -1.2947 -0.0379 -1.8819  0.094
H -0.5311 -0.1403 1.0443  0.101
H 1.0746 -2.5228 1.9389  0.023
H 0.9715 -1.1867 1.3117  -0.017
O 1.1648 -1.6090 2.1431  -0.037

No. 3
C6H12O | the ωB97M-V functional and the def2-TZVPD basis

Orbital gap   9.426 eV
Largest force on an atom   0.012 hartree/bohr
LUMO level   1.105 eV
Charge   0
Molecular weight   100.16 g mol⁻¹
Electronic energy   -8461.567 eV

Last column: Löwdin charge in e.
Positions of all 19 atoms, in Å:
C -0.9915 0.6785 -2.4574  -0.090
C -0.1005 0.2112 -1.3111  -0.457
C 1.1857 1.0534 -1.2312  -0.083
C -0.7369 0.4551 0.0384  -0.007
O -0.5246 -0.6236 0.7478  -0.108
C -0.7680 -0.5223 2.1644  -0.237
C 0.5241 -0.9206 2.8492  -0.072
H -0.4541 0.6085 -3.4102  0.076
H -1.8956 0.0651 -2.5335  0.075
H -1.2986 1.7192 -2.3075  0.079
H 0.1725 -0.8468 -1.4435  0.131
H 0.9401 2.1065 -1.0535  0.081
H 1.7499 0.9787 -2.1665  0.080
H 1.8319 0.7156 -0.4126  0.074
H -1.0623 0.5092 2.3749  0.107
H -1.5910 -1.1994 2.4120  0.119
H 1.3477 -0.3350 2.4281  0.077
H 0.7401 -1.9803 2.6843  0.078
H 0.4785 -0.7342 3.9254  0.078

No. 4
C6H12O | the ωB97M-V functional and the def2-TZVPD basis

Orbital gap   9.997 eV
Largest force on an atom   0.010 hartree/bohr
LUMO level   0.906 eV
Charge   0
SMILES   CC=C(C)C.C=O
Molecular weight   100.16 g mol⁻¹
Electronic energy   -8462.859 eV

Last column: Löwdin charge in e.
Positions of all 19 atoms, in Å:
C -2.0605 0.1523 -0.6069  -0.094
C -1.0028 0.2754 0.4531  -0.156
O -0.4100 -2.8908 -0.9290  -0.008
C 0.4109 -2.3780 -0.2113  -0.161
C 0.2605 0.6947 0.3092  -0.393
C 1.1990 0.7457 1.4890  -0.077
C 0.8621 1.1586 -0.9935  -0.064
H -2.6315 -0.7725 -0.4708  0.074
H -2.7719 0.9868 -0.5511  0.078
H -1.6457 0.1335 -1.6184  0.063
H -1.3213 -0.0046 1.4593  0.106
H 1.2835 -1.8236 -0.6123  0.081
H 0.3555 -2.4342 0.8944  0.088
H 0.7127 0.4145 2.4128  0.076
H 1.5796 1.7633 1.6473  0.081
H 2.0775 0.1077 1.3149  0.077
H 0.9856 2.2499 -0.9911  0.087
H 0.2536 0.8921 -1.8615  0.067
H 1.8630 0.7292 -1.1341  0.077